No. 1
Entry from the Open Molecules 2025 dataset: a structure of composition C6H26AlN12O8 in a non-equilibrium geometry (wB97M-V/def2-TZVPD).

Properties
* 2S+1: 2
* Kohn-Sham gap (alpha / beta): 7.1 / 5.2 eV
* DFT total energy: -47499.98132 eV
* HOMO (alpha / beta): -0.237 / -0.220 Eh
* molar mass: 421.3 u
* E_LUMO (alpha / beta): 0.65 / -0.73 eV

Atoms and positions in Å:
Al (-0.38697, -0.37962, 0.50680)
O (0.80743, 0.71999, 2.93746)
H (0.43697, 0.78149, 3.83941)
O (-1.93191, -2.32696, -0.92033)
H (-1.30248, -2.71794, -1.55711)
C (0.22442, 2.75515, -2.09859)
O (-0.05480, 1.77019, -1.47561)
N (-0.33223, 3.90747, -1.99985)
N (1.11801, 2.79570, -3.07158)
H (-1.03579, 4.11005, -1.30411)
H (0.29171, 4.64638, -2.29110)
H (1.36145, 1.89959, -3.46886)
H (1.22262, 3.63319, -3.62636)
C (3.18679, -2.39936, 0.52551)
O (2.05968, -2.02650, 0.64086)
N (3.44881, -3.48775, -0.01223)
N (4.20444, -1.61204, 0.71840)
H (2.66582, -4.11303, -0.13897)
H (4.43000, -3.68941, -0.14140)
H (3.85799, -0.75492, 1.12510)
H (5.16945, -1.82332, 0.50808)
C (-0.00460, -2.98771, 3.58669)
O (-0.43166, -2.59093, 2.50769)
N (-0.66497, -3.49019, 4.56942)
N (1.23488, -2.88119, 3.95486)
H (-0.17643, -3.82926, 5.38579)
H (-1.67359, -3.44337, 4.54542)
H (1.42041, -2.96284, 4.94431)
H (1.86658, -2.71497, 3.18451)
C (-0.84450, 3.28370, 2.09701)
O (-0.65746, 2.45098, 1.20408)
N (-0.33269, 3.10468, 3.28902)
N (-1.55683, 4.39217, 1.91117)
H (0.13680, 2.21082, 3.31506)
H (-0.40944, 3.71516, 4.08998)
H (-1.71533, 4.51744, 0.92158)
H (-1.57506, 5.13550, 2.59470)
C (-3.48678, 1.35335, -1.42299)
O (-2.56125, 0.84125, -0.81080)
N (-3.92419, 2.55740, -1.23538)
N (-4.16267, 0.74605, -2.32706)
H (-3.30782, 3.19602, -0.75335)
H (-4.50645, 3.03117, -1.91112)
H (-4.00652, -0.24175, -2.46833)
H (-4.96308, 1.18238, -2.76188)
C (0.84205, -2.09878, -2.94711)
O (0.80860, -1.36537, -2.00128)
N (1.94165, -2.50113, -3.45796)
N (-0.25402, -2.42159, -3.61783)
H (2.72646, -2.18091, -2.90874)
H (1.99897, -2.96617, -4.35269)
H (-1.14011, -2.13639, -3.22589)
H (-0.06237, -2.59385, -4.59440)

Löwdin population analysis, charges in e, atoms 1 to 4:
1. Al 1.17
2. O -0.47
3. H -0.09
4. O -0.28

=====

No. 2
Entry from the Open Molecules 2025 dataset: a cluster of 8 separate species, C6H26O7 in total in a non-equilibrium geometry (wB97M-V/def2-TZVPD).

Properties
* Kohn-Sham gap: 10.0 eV
* DFT total energy: -20974.28460 eV
* HOMO: -0.367 Eh
* molar mass: 210.3 u
* E_LUMO: 0.01 eV

Atoms and positions in Å:
C (2.83788, 2.26932, -0.51125)
C (1.85162, 2.60297, -1.31414)
C (0.60965, 3.36045, -0.96685)
C (0.11077, 3.48840, 0.57038)
C (-0.13369, 2.07525, 1.09218)
C (-1.54497, 1.48417, 0.75553)
H (2.84366, 2.60776, 0.52035)
H (3.62110, 1.52693, -0.69198)
H (1.72709, 2.17415, -2.30024)
H (0.68606, 4.32255, -1.54481)
H (-0.34887, 2.91259, -1.28231)
H (0.86257, 3.96032, 1.22951)
H (-0.76533, 4.13199, 0.47591)
H (0.22269, 2.06402, 2.12999)
H (0.51703, 1.29418, 0.65726)
H (-1.69440, 0.41692, 0.88211)
H (-1.81256, 1.73720, -0.29960)
H (-2.38560, 2.00065, 1.24776)
O (-4.65818, -0.83802, -0.65524)
H (-4.31673, -0.47125, -1.48350)
H (-4.02689, -1.57559, -0.54831)
O (0.56156, -2.60565, -3.67128)
H (1.30335, -2.04028, -3.40973)
H (0.50763, -2.96637, -2.75951)
O (-1.44401, 2.48080, 4.06857)
H (-1.14674, 2.76369, 3.20584)
H (-1.58494, 1.53261, 3.94816)
O (1.89255, -2.21705, -1.03979)
H (2.62096, -2.04448, -0.44945)
H (1.48936, -1.49637, -1.52295)
O (3.31084, -1.07461, 0.98664)
H (4.13873, -1.12825, 1.46662)
H (2.47425, -0.77949, 1.33357)
O (-2.85340, -3.40336, -0.04045)
H (-3.50679, -3.57989, 0.65027)
H (-3.38882, -3.67448, -0.80659)
O (0.46792, -4.56347, 0.47946)
H (-0.27620, -3.95228, 0.48245)
H (1.14952, -4.11429, -0.03071)

Löwdin population analysis, charges in e, atoms 1 to 4:
1. C -0.01
2. C -0.21
3. C -0.20
4. C -0.19

=====

No. 3
Entry from the Open Molecules 2025 dataset: a cluster of 6 separate species, C6H27N2O5 in total in a non-equilibrium geometry (wB97M-V/def2-TZVPD).

Properties
* 2S+1: 2
* Kohn-Sham gap (alpha / beta): 2.5 / 9.3 eV
* DFT total energy: -19871.38817 eV
* HOMO (alpha / beta): -0.078 / -0.323 Eh
* molar mass: 207.3 u
* E_LUMO (alpha / beta): 0.40 / 0.47 eV

Atoms and positions in Å:
C (-0.17409, -2.32105, 0.64894)
N (-0.36288, -1.05982, 0.03193)
C (-0.46889, 0.08256, 0.93832)
C (-1.53352, 1.24655, 0.44346)
C (-2.85348, 0.77228, -0.11575)
C (-3.68411, 1.79360, -0.83441)
C (1.41723, -2.74526, 0.58409)
N (2.30597, -1.71876, -0.16818)
H (-0.48607, -2.44230, 1.79381)
H (-0.66196, -3.16198, 0.03949)
H (-1.22950, -1.13544, -0.55135)
H (-0.85719, -0.34431, 1.87594)
H (0.62614, 0.39227, 1.04847)
H (-0.85898, 2.03821, -0.00402)
H (-1.79122, 1.91820, 1.29448)
H (-2.77757, -0.18078, -0.60716)
H (-3.47827, 0.66889, 0.86116)
H (-3.37672, 1.93766, -1.90330)
H (-3.68916, 2.75779, -0.45256)
H (-4.64955, 1.36870, -1.07052)
H (1.82446, -2.68604, 1.62043)
H (1.46336, -3.63815, 0.15618)
H (2.42146, -0.83258, 0.33216)
H (3.18257, -2.24528, -0.23499)
H (1.91094, -1.58775, -1.08125)
H (0.80120, 3.97184, -1.27631)
H (2.30489, 4.05209, -1.02215)
O (1.44895, 3.56634, -0.73253)
H (3.58130, 1.38882, 1.52652)
H (3.39350, 0.54532, 2.77086)
O (3.39115, 0.46808, 1.72935)
H (2.11786, 3.71351, 2.13626)
H (1.54419, 3.21762, 0.96013)
O (2.09879, 2.87954, 1.73546)
H (1.58917, -1.33170, -3.99577)
H (1.52135, -0.65401, -2.75957)
O (1.93595, -1.34883, -3.16124)
H (-3.14579, -3.37734, -0.32029)
H (-2.37926, -3.01971, -1.61164)
O (-2.42225, -2.94877, -0.62446)

Löwdin population analysis, charges in e, atoms 1 to 4:
1. C -0.25
2. N -0.13
3. C -0.19
4. C -0.19

=====

No. 4
Entry from the Open Molecules 2025 dataset: a cluster of 6 separate species, C6H27N2O5 in total in a non-equilibrium geometry (wB97M-V/def2-TZVPD).

Properties
* Kohn-Sham gap: 9.3 eV
* DFT total energy: -19871.17961 eV
* HOMO: -0.436 Eh
* total charge: +1
* molar mass: 207.3 u
* E_LUMO: -2.59 eV

Atoms and positions in Å:
N (1.70925, 0.51977, -0.50524)
C (1.59853, 1.58561, 0.56711)
C (0.33729, 1.35879, 1.39964)
N (-0.75323, 0.97414, 0.50792)
C (-1.59582, -0.56870, -1.76513)
C (-2.36342, -0.58291, -0.44972)
C (-1.44154, -0.33383, 0.75610)
C (-2.28046, -0.14685, 2.00636)
H (2.47545, 0.68308, -1.15103)
H (1.60519, -0.42087, -0.01611)
H (0.88300, 0.54196, -1.11923)
H (2.56978, 1.75856, 1.01408)
H (1.39108, 2.52103, 0.04259)
H (0.43508, 0.61785, 2.18421)
H (0.09553, 2.35296, 1.77839)
H (-1.46962, 1.64676, 0.27630)
H (-1.98938, -1.39898, -2.38815)
H (-0.66037, -1.07301, -1.51900)
H (-1.42091, 0.33359, -2.36370)
H (-3.21756, 0.05781, -0.27742)
H (-2.93947, -1.51559, -0.28382)
H (-0.70431, -1.12011, 0.70607)
H (-1.84813, 0.57537, 2.72802)
H (-2.70455, -0.98731, 2.56809)
H (-3.20018, 0.48232, 1.88872)
H (2.94273, 3.55075, -1.36343)
H (2.01859, 3.66314, -2.59669)
O (2.15496, 3.17532, -1.78686)
H (2.70709, -2.51970, -2.02713)
H (3.47208, -3.37018, -1.09578)
O (2.67638, -3.41018, -1.63898)
H (0.16146, -4.41451, 0.94411)
H (-0.26874, -4.22890, 2.27245)
O (0.48910, -3.96740, 1.73594)
H (-1.77609, 3.74554, -1.81009)
H (-2.16786, 2.26205, -2.14501)
O (-1.76285, 2.84983, -1.47584)
H (1.53530, -2.49627, 1.28662)
H (1.58414, -1.14620, 1.99295)
O (1.72250, -1.55473, 1.12270)

Löwdin population analysis, charges in e, atoms 1 to 4:
1. N 0.16
2. C -0.14
3. C -0.19
4. N -0.05

=====

No. 5
Entry from the Open Molecules 2025 dataset: a cluster of 7 separate species, C6H27N2O6 in total in a non-equilibrium geometry (wB97M-V/def2-TZVPD).

Properties
* Kohn-Sham gap: 7.9 eV
* DFT total energy: -21916.81971 eV
* HOMO: -0.394 Eh
* total charge: +1
* molar mass: 223.3 u
* E_LUMO: -2.84 eV

Atoms and positions in Å:
C (0.02042, -2.25903, 1.38022)
C (-1.34183, -1.78290, 1.91974)
C (-2.07000, -1.47864, 0.61659)
N (-2.54887, 1.85914, -0.94358)
C (-2.37816, 0.50111, -0.88519)
C (-2.32992, -0.06539, 0.34132)
C (-2.57697, 0.75875, 1.55841)
N (0.77136, -1.20086, 0.59317)
H (0.75039, -2.53792, 2.18474)
H (-0.18075, -3.24626, 0.91286)
H (-1.83415, -2.63908, 2.50664)
H (-1.28361, -0.84216, 2.49449)
H (-1.53849, -1.98232, -0.26882)
H (-3.11200, -1.93577, 0.62049)
H (-2.81967, 2.22043, -1.83089)
H (-3.22160, 2.19117, -0.31005)
H (-1.98568, -0.07733, -1.84208)
H (-2.91982, 0.21814, 2.50205)
H (-3.58004, 1.21370, 1.41768)
H (-1.69453, 1.24574, 1.94145)
H (0.24366, -1.09580, -0.30142)
H (1.75976, -1.47551, 0.33418)
H (0.65633, -0.35262, 1.06412)
H (0.55229, 4.68944, 0.25996)
H (-0.10468, 3.41629, 0.51022)
O (0.71098, 3.77971, 0.30448)
H (0.66215, 0.45702, -3.19348)
H (1.43914, -0.16910, -1.88710)
O (0.72160, -0.24051, -2.59560)
H (3.38695, -0.85324, -1.13222)
H (4.22129, -1.36815, 0.06663)
O (3.35012, -1.26143, -0.22400)
H (1.95102, -3.16774, -1.11007)
H (0.47214, -3.13941, -1.87296)
O (1.08906, -2.91837, -1.23028)
H (2.44969, 1.41330, 0.88647)
H (1.20236, 2.07330, 1.31892)
O (1.63562, 1.23700, 1.40380)
H (2.58840, 2.04687, -0.56304)
H (1.30586, 2.69214, -1.50453)
O (2.13450, 2.19780, -1.45063)

Löwdin population analysis, charges in e, atoms 1 to 4:
1. C -0.18
2. C -0.16
3. C -0.22
4. N 0.05

=====

No. 6
Entry from the Open Molecules 2025 dataset: a cluster of 8 separate species, C6H27NO8 in total in a non-equilibrium geometry (wB97M-V/def2-TZVPD).

Properties
* Kohn-Sham gap: 10.2 eV
* DFT total energy: -24530.28505 eV
* HOMO: -0.366 Eh
* molar mass: 241.3 u
* E_LUMO: 0.25 eV

Atoms and positions in Å:
C (1.74054, -2.95416, 0.75965)
C (0.39928, -2.33406, 0.30968)
C (0.50073, -0.81828, -0.05637)
C (0.51845, -0.49242, -1.56907)
C (-0.89673, -0.44178, -2.10929)
N (-1.69602, 0.61588, -1.50022)
C (-1.28022, 1.89467, -1.55598)
O (-1.70314, 2.69359, -0.70824)
H (2.05670, -2.34144, 1.58783)
H (1.45345, -4.00331, 0.98436)
H (2.34375, -3.14018, -0.13191)
H (-0.38270, -2.38174, 1.08019)
H (-0.04251, -2.88647, -0.52952)
H (1.41241, -0.33024, 0.36008)
H (-0.36520, -0.33446, 0.43069)
H (1.02154, 0.49083, -1.66438)
H (1.08914, -1.19598, -2.16675)
H (-0.90625, -0.30481, -3.20334)
H (-1.33421, -1.42759, -1.93855)
H (-2.34778, 0.27674, -0.80824)
H (-0.69589, 2.25199, -2.39806)
O (0.25103, 2.54940, 1.29737)
H (1.17570, 2.35259, 1.00668)
H (-0.30615, 2.80384, 0.54510)
O (3.58861, -0.28146, 1.14164)
H (3.02837, -0.24575, 1.91916)
H (3.28706, -1.03911, 0.62796)
O (-3.12350, -0.13121, 2.72664)
H (-3.93383, 0.25235, 2.33450)
H (-2.52745, 0.66136, 2.56802)
O (2.62574, 2.00774, 0.04728)
H (3.49369, 2.33907, 0.33852)
H (2.69887, 1.05346, 0.24301)
O (-2.01711, 1.93003, 1.76828)
H (-1.07720, 1.95117, 1.96415)
H (-2.16015, 2.20294, 0.83739)
O (3.00555, -2.31071, -2.36260)
H (3.81960, -2.57835, -2.79262)
H (2.33585, -2.98278, -2.25344)
O (-2.81032, -1.60859, 0.57453)
H (-2.85957, -1.02407, 1.38440)
H (-2.94475, -2.48564, 0.94470)

Löwdin population analysis, charges in e, atoms 1 to 4:
1. C -0.10
2. C -0.24
3. C -0.18
4. C -0.18